C8H32FeO20S3 | the ωB97M-V functional and the def2-TZVPD basis

Results
E (eV): -116649.952
Charge: -3
Energy relative to the best compared isomer or geometry (same formula, charge and spin) (eV): 3.707
Spin multiplicity: 6
E_HOMO (alpha / beta) (Eh): 0.089 / 0.107
Molar mass (g/mol): 600.4

Element x y z (Å)
Fe -1.214 -0.920 1.323
S -1.616 -0.619 4.540
O -0.907 0.175 5.545
O -1.156 -0.557 3.138
O -1.797 -2.022 4.880
O -3.055 -0.562 4.622
S -0.017 0.245 -0.666
O 1.211 -0.380 -1.218
O -0.484 1.417 -1.355
O -0.991 -0.821 -0.523
O 0.045 0.386 0.800
S -3.562 -3.030 2.204
O -3.097 -3.584 3.431
O -4.246 -3.981 1.379
O -4.408 -2.149 3.016
O -2.468 -2.265 1.555
C -2.848 1.559 1.451
O -2.927 0.192 1.214
H -3.277 2.222 0.700
H -3.450 1.831 2.319
H -1.852 1.814 1.813
H -3.785 0.140 0.786
C 0.711 -3.130 0.434
O 0.371 -2.228 1.471
H 1.306 -2.629 -0.329
H 1.326 -3.964 0.771
H -0.213 -3.552 0.038
H 1.189 -2.175 1.971
C -0.164 -2.513 -3.379
O 1.203 -2.248 -3.084
H -0.398 -2.907 -4.368
H -0.559 -3.258 -2.688
H -0.714 -1.573 -3.330
H 1.261 -1.648 -2.337
C 2.096 1.053 -3.951
O 1.600 -0.045 -4.779
H 2.943 0.781 -3.321
H 2.328 1.907 -4.587
H 1.252 1.295 -3.305
H 1.417 -0.857 -4.302
C 2.295 3.250 -0.986
O 1.021 3.492 -1.563
H 2.800 2.453 -1.533
H 2.884 4.165 -1.047
H 2.221 3.004 0.073
H 0.469 2.708 -1.614
C 3.937 0.056 0.787
O 3.521 -0.975 -0.153
H 3.170 0.351 1.504
H 4.832 -0.247 1.330
H 4.216 0.973 0.268
H 2.724 -0.631 -0.562
C -2.067 1.108 -4.001
O -2.156 2.168 -3.056
H -2.617 0.256 -3.603
H -2.617 1.297 -4.923
H -1.053 0.821 -4.282
H -1.610 1.999 -2.285
C 1.410 2.159 3.691
O 0.444 2.447 4.728
H 1.875 3.073 3.321
H 2.191 1.543 4.136
H 0.953 1.546 2.915
H 0.107 1.583 4.977